{
  "formula": "C24H63Br2Cl4N5O5",
  "method": "ωB97M-V/def2-TZVPD",
  "species": ["Br", "C", "C", "Br", "H", "H", "H", "H", "C", "C", "C", "O", "C", "N", "H", "H", "H", "H", "H", "H", "H", "H", "H", "H", "H", "C", "C", "C", "O", "C", "N", "H", "H", "H", "H", "H", "H", "H", "H", "H", "H", "H", "C", "C", "C", "O", "C", "N", "H", "H", "H", "H", "H", "H", "H", "H", "H", "H", "H", "C", "C", "C", "O", "C", "N", "H", "H", "H", "H", "H", "H", "H", "H", "H", "H", "H", "C", "C", "C", "O", "C", "N", "H", "H", "H", "H", "H", "H", "H", "H", "H", "H", "H", "C", "Cl", "Cl", "H", "H", "C", "Cl", "Cl", "H", "H"],
  "positions_angstrom": [[4.351037, 3.674778, 4.512797], [4.353607, 3.904917, 2.575915], [3.636916, 5.214349, 2.102587], [4.019122, 5.672890, 0.234757], [3.710142, 3.085333, 2.256002], [5.311992, 3.698025, 2.099698], [4.017824, 5.951079, 2.809861], [2.561415, 5.273806, 2.269483], [0.371915, -4.453570, 3.351450], [-0.064400, -3.086418, 3.823045], [0.886679, -1.931819, 3.401219], [0.616899, -0.878737, 4.312629], [1.596267, 0.185062, 4.088275], [-1.454267, -2.877782, 3.368408], [0.570116, -4.488533, 2.280198], [-0.430351, -5.139944, 3.622296], [1.304579, -4.699453, 3.859160], [-0.175045, -3.122292, 4.906818], [0.606474, -1.643890, 2.387971], [1.930964, -2.229023, 3.497421], [2.152767, 0.151449, 3.151647], [2.399342, 0.054760, 4.813661], [1.215365, 1.170948, 4.354820], [-1.545071, -1.872941, 3.322141], [-1.572173, -3.192334, 2.415905], [-0.324025, 0.145061, -4.069475], [-1.339768, 0.597633, -5.136798], [-2.417169, -0.483305, -5.365625], [-3.345213, 0.186929, -6.268902], [-4.160460, -0.685963, -6.985291], [-1.956875, 1.735836, -4.480112], [0.199900, 1.031184, -3.711145], [0.356693, -0.589936, -4.498992], [-0.909021, -0.390394, -3.321706], [-0.882405, 0.980094, -6.049291], [-3.012267, -0.638410, -4.465686], [-2.003836, -1.410761, -5.761944], [-4.925548, -1.122024, -6.342958], [-3.701037, -1.442906, -7.620957], [-4.790540, -0.150596, -7.695561], [-2.333277, 1.521703, -3.567658], [-2.681496, 2.019119, -5.124125], [-3.121900, -3.659138, 0.075763], [-1.709016, -3.581878, -0.504370], [-1.705171, -2.394958, -1.662837], [-2.666345, -2.676017, -2.678234], [-2.091281, -3.513129, -3.736183], [-0.866257, -3.257816, 0.515807], [-3.316005, -2.761085, 0.662213], [-3.293222, -4.476823, 0.775870], [-3.896352, -3.813582, -0.675549], [-1.424442, -4.540922, -0.937232], [-0.675157, -2.185385, -1.951378], [-2.015341, -1.503569, -1.117565], [-2.880185, -3.771280, -4.442642], [-1.848018, -4.523307, -3.406860], [-1.266923, -3.060645, -4.287355], [-0.911789, -2.248969, 0.531657], [0.096848, -3.304356, 0.215203], [-1.485867, 4.581863, 1.816207], [-2.356304, 4.733822, 3.156619], [-1.455729, 4.952339, 4.404666], [-2.329038, 5.199245, 5.470532], [-2.803702, 4.098770, 6.170906], [-3.321300, 5.856846, 3.063682], [-1.202996, 3.530104, 1.859621], [-0.571152, 5.173245, 1.857116], [-1.979809, 4.841126, 0.879769], [-2.973667, 3.845166, 3.287985], [-0.739975, 5.726040, 4.126867], [-0.832658, 4.090925, 4.645144], [-1.986324, 3.559248, 6.649333], [-3.253457, 3.339774, 5.530784], [-3.477596, 4.251973, 7.013818], [-3.421627, 6.363082, 3.931879], [-3.240193, 6.480226, 2.273156], [4.316032, -0.960585, -0.273348], [3.320536, -2.115132, -0.213381], [2.845106, -2.836884, -1.458544], [1.740498, -3.649108, -1.261894], [1.191757, -4.328416, -2.368416], [3.865707, -3.021544, 0.814626], [3.762193, -0.123944, -0.699268], [5.148703, -1.202650, -0.933780], [4.484313, -0.532983, 0.715048], [2.372988, -1.785098, 0.212447], [3.536754, -3.571542, -1.870876], [2.707740, -2.111008, -2.259997], [0.400527, -4.964250, -1.971212], [2.013759, -4.899606, -2.799880], [0.836835, -3.581948, -3.078987], [3.237693, -3.797028, 0.970574], [4.748710, -3.341956, 0.443490], [2.985684, 3.082196, -3.060423], [1.316068, 3.332687, -3.440347], [3.478612, 1.396229, -2.975310], [3.600878, 3.430479, -3.890076], [3.226484, 3.547321, -2.104502], [0.762398, 1.398134, -0.430938], [1.381623, 2.484549, 0.835000], [0.215911, -0.080165, 0.321845], [-0.094817, 1.926480, -0.848226], [1.473485, 1.230910, -1.239958]],
  "forces_ev_per_a": [[0.22, 0.38, -0.41], [-1.94, -0.56, -1.33], [1.14, -0.12, 1.54], [-0.08, -0.21, 0.74], [0.18, -0.13, -0.03], [0.17, 0.58, 0.52], [0.26, 0.68, -0.73], [0.04, -0.69, -0.35], [0.57, 0.21, 0.26], [-0.60, -0.06, -0.59], [-1.22, -1.21, 1.30], [1.14, 1.69, -1.12], [0.23, -0.65, 1.53], [0.18, 0.63, 0.33], [-0.23, -0.02, -0.01], [0.23, -0.26, -0.14], [-0.02, -0.37, 0.07], [0.65, 0.25, 0.17], [0.40, 0.04, -0.19], [0.21, -0.09, -0.28], [-0.78, 0.04, -0.50], [0.16, -0.28, 0.33], [-0.52, -0.11, -0.56], [-0.60, 0.33, 0.16], [0.29, -0.20, -0.08], [-0.16, -0.78, -1.40], [-0.05, -0.50, 2.47], [-0.31, 1.80, -0.99], [0.96, -0.81, -0.50], [-1.59, 0.09, -0.39], [-0.08, 1.10, -1.12], [-0.01, -0.44, 0.18], [0.37, 0.02, 0.14], [0.19, 0.30, 0.46], [-0.03, -0.43, -0.13], [0.49, -0.43, 0.38], [-0.21, -0.09, -0.27], [0.18, -0.61, 0.35], [0.68, -0.21, 0.43], [0.28, 0.68, -0.02], [-0.22, -0.24, -0.08], [-0.53, 0.46, 0.49], [-0.51, -0.41, -0.22], [-2.82, 0.24, -3.53], [-0.88, -2.11, 1.87], [1.80, -0.45, -1.28], [-1.35, -0.14, 0.52], [2.85, 1.57, 1.68], [-0.15, 0.25, -0.20], [0.58, -0.19, 0.10], [0.07, 0.42, -0.19], [-0.12, -0.04, -0.23], [0.09, -0.31, -0.68], [-0.40, 0.14, -0.10], [-0.27, 0.72, -0.10], [0.61, 0.14, 0.65], [0.09, 0.20, 0.32], [-0.41, 0.55, 0.99], [0.59, -0.77, -0.16], [-0.62, -0.36, 2.01], [0.43, 1.26, -1.52], [-0.76, -1.50, -1.35], [-0.07, 1.96, 0.97], [0.73, -1.97, 0.22], [0.13, -0.31, -0.06], [0.19, 0.00, -0.62], [0.03, 0.14, 0.18], [-0.36, -0.22, 0.24], [0.29, -0.29, -0.02], [-0.40, 0.77, 0.78], [0.01, -0.44, -0.15], [0.52, -0.06, 0.04], [-0.35, 0.11, -0.31], [-0.20, 1.11, -0.45], [0.05, -0.03, -0.06], [0.35, -0.16, 0.12], [-1.94, 0.64, -1.23], [-0.53, -1.05, 2.03], [1.48, -0.26, -1.87], [-1.83, 0.39, 2.15], [1.10, 0.65, 0.40], [-0.15, 0.21, -0.27], [0.22, 0.14, -0.71], [0.38, 0.24, 0.52], [0.75, -0.84, 0.09], [-0.03, 0.54, 0.15], [1.28, 0.35, 0.01], [-0.48, 0.36, -0.27], [0.11, 0.05, -0.32], [-0.21, -0.42, -0.46], [-0.27, -0.24, -0.31], [0.12, -0.32, -0.07], [0.18, -0.54, 0.26], [1.12, 0.32, -0.26], [-0.66, 0.11, -0.08], [-0.13, -0.78, 0.21], [-0.24, 0.55, 0.34], [-0.03, 0.04, -0.23], [-0.60, 0.94, -0.18], [0.43, 0.04, -0.29], [-0.02, -0.26, -0.18], [0.02, -0.25, 0.03], [0.19, -0.19, 0.50]],
  "lowdin_charge": [0.619, -0.697, -0.683, 0.608, -0.017, 0.057, 0.039, 0.043, -0.074, -0.419, -0.217, -0.181, -0.094, 0.035, 0.054, 0.081, 0.074, 0.130, 0.055, 0.123, 0.065, 0.077, 0.076, 0.057, 0.009, -0.068, -0.407, -0.158, -0.201, -0.143, 0.027, 0.000, 0.077, 0.055, 0.144, 0.124, 0.113, 0.086, 0.086, 0.082, 0.077, 0.068, -0.053, -0.434, -0.186, -0.186, -0.086, 0.026, 0.082, 0.079, 0.074, 0.123, 0.085, 0.099, 0.086, 0.079, 0.069, 0.006, 0.064, -0.054, -0.378, -0.200, -0.192, -0.119, 0.030, 0.037, 0.054, 0.069, 0.112, 0.121, 0.118, 0.082, 0.086, 0.091, 0.058, 0.057, -0.054, -0.426, -0.219, -0.225, -0.076, 0.039, 0.011, 0.088, 0.085, 0.084, 0.124, 0.123, 0.086, 0.093, 0.077, 0.064, 0.068, -1.027, 0.600, 0.561, 0.025, -0.002, -0.993, 0.561, 0.656, 0.024, -0.031],
  "charge": 0,
  "gap_ev": 8.62,
  "relative_energy_ev": 1.638,
  "e_homo_ev": -8.4
}